# C33H83N4O11

A 10-piece molecular cluster, C33H83N4O11 overall (ωB97M-V/def2-TZVPD, OMol25).

Structure (ORCA input):
```
! wB97M-V def2-TZVPD RIJCOSX def2/J DEFGRID3
* xyz 1 1
C -3.22 0.13 -6.91
O -3.53 -1.07 -6.10
C -2.73 -2.24 -6.54
C -2.97 -3.41 -5.42
C -1.64 -3.75 -4.49
N -1.22 -2.58 -3.59
C -0.80 -1.16 -3.96
N -0.48 -0.18 -2.84
C -0.67 -1.00 -1.59
C -0.54 -0.69 0.00
C 0.70 0.25 0.47
C 1.85 0.56 -0.64
C 2.69 -0.76 -1.17
N 4.13 -0.34 -1.34
C 4.32 0.69 -2.43
C 4.74 0.26 -3.99
O 4.21 2.04 -2.25
C -1.16 -2.53 -2.05
C -1.55 -3.77 -1.05
C -0.55 -5.06 -1.12
N 0.61 -4.85 -0.15
H -4.05 0.97 -6.78
H -2.21 0.64 -6.56
H -3.19 -0.13 -8.07
H -3.07 -2.56 -7.64
H -1.57 -2.00 -6.61
H -3.94 -3.19 -4.78
H -3.21 -4.41 -6.02
H -0.77 -4.09 -5.19
H -1.94 -4.70 -3.84
H -0.69 -0.73 -5.05
H -0.20 0.83 -2.86
H -0.47 -1.70 0.64
H -1.54 -0.16 0.36
H 1.24 -0.27 1.40
H 0.24 1.26 0.91
H 1.49 1.23 -1.55
H 2.67 1.24 -0.09
H 2.64 -1.61 -0.36
H 2.27 -1.17 -2.21
H 4.50 0.12 -0.47
H 5.79 -0.30 -4.00
H 3.90 -0.35 -4.54
H 4.91 1.24 -4.64
H -1.67 -3.43 0.08
H -2.64 -4.16 -1.37
H -0.22 -5.35 -2.20
H -1.17 -5.98 -0.68
H 0.19 -4.56 0.78
H 1.25 -4.09 -0.49
C -2.04 -0.78 4.47
C -1.72 0.37 3.53
O -2.80 0.57 2.63
H -2.22 -1.70 3.90
H -1.21 -0.95 5.16
H -2.94 -0.57 5.04
H -0.83 0.14 2.94
H -1.55 1.29 4.08
H -3.59 0.77 3.16
C 6.23 -3.95 1.06
C 6.35 -2.54 1.60
O 6.50 -1.62 0.53
H 7.11 -4.22 0.46
H 6.12 -4.67 1.87
H 5.36 -4.03 0.39
H 7.23 -2.46 2.24
H 5.47 -2.26 2.18
H 5.71 -1.70 -0.03
C -0.91 4.77 4.33
C -1.55 4.32 5.62
O -1.07 3.04 5.98
H -1.13 4.06 3.52
H -1.27 5.76 4.03
H 0.18 4.81 4.42
H -2.64 4.26 5.51
H -1.32 5.02 6.43
H -0.10 3.10 6.08
C -0.62 -8.40 -4.71
C -1.56 -7.71 -5.67
O -1.00 -6.47 -6.09
H -0.43 -7.77 -3.83
H -1.03 -9.35 -4.37
H 0.36 -8.58 -5.18
H -2.52 -7.51 -5.19
H -1.73 -8.33 -6.56
H -0.15 -6.66 -6.52
C -3.68 4.63 10.02
C -2.40 5.34 9.62
O -1.33 4.42 9.56
H -3.56 4.14 10.99
H -4.51 5.33 10.08
H -3.92 3.85 9.29
H -2.15 6.11 10.36
H -2.51 5.83 8.65
H -1.56 3.75 8.89
C 5.54 5.13 -2.05
C 4.56 6.24 -1.71
O 3.33 6.02 -2.39
H 5.71 5.09 -3.13
H 6.49 5.29 -1.55
H 5.14 4.16 -1.76
H 4.96 7.21 -2.03
H 4.37 6.28 -0.64
H 2.98 5.16 -2.09
C -7.22 1.71 -6.46
C -7.69 2.63 -7.57
O -6.67 2.78 -8.55
H -6.31 2.11 -5.99
H -7.99 1.60 -5.70
H -6.96 0.73 -6.86
H -7.92 3.63 -7.17
H -8.59 2.24 -8.05
H -6.47 1.89 -8.90
C 7.80 4.32 1.71
C 6.57 3.43 1.77
O 5.61 3.99 2.66
H 8.24 4.43 2.71
H 8.55 3.91 1.03
H 7.53 5.33 1.37
H 6.84 2.44 2.14
H 6.11 3.33 0.79
H 5.37 4.87 2.32
C -3.68 -2.07 8.88
C -3.36 -0.93 7.94
O -4.44 -0.73 7.04
H -3.86 -2.99 8.32
H -2.85 -2.24 9.58
H -4.58 -1.86 9.46
H -2.47 -1.15 7.35
H -3.19 0.00 8.49
H -5.23 -0.52 7.58
*
```

Calculated values
LUMO energy (hartree): -0.1263
Frontier orbital gap (eV): 7.968
Electronic energy (eV): -64030.25832